Below is a 2-piece molecular cluster, C4H13NO overall at a distorted geometry, with properties calculated with ωB97M-V/def2-TZVPD.

Element x y z (Å)
C 2.05 1.12 -0.78
N 0.91 0.39 -0.17
C -0.62 1.88 -1.49
C -0.48 0.89 -0.40
C -1.29 -0.39 -0.66
H 1.74 1.55 -1.71
H 2.42 1.94 -0.12
H 2.89 0.43 -0.72
H 1.16 0.31 0.81
H -1.67 1.95 -1.75
H -0.21 2.87 -1.28
H -0.16 1.59 -2.44
H -0.90 1.33 0.52
H -2.34 -0.24 -0.94
H -0.82 -0.94 -1.47
H -1.26 -1.06 0.20
H -0.08 -4.51 4.80
H -1.11 -4.73 3.75
O -0.23 -4.36 3.86

Summary:
Frontier orbital gap = 9.3 eV
Molar mass = 91.15 g mol⁻¹
Largest force on an atom = 2.30 eV/Å
LUMO energy = 0.037 hartree
Total charge = 0
Energy = -290.15825 Ha
Structure (SMILES) = CNC(C)C.O

Here are the Löwdin charges for atoms 1 to 5, given in e:
1. C -0.12
2. N -0.10
3. C -0.11
4. C -0.47
5. C -0.08

Below is C24H26F6MgN8O7S3 as an isolated structure, with properties calculated with ωB97M-V/def2-TZVPD.

Element x y z (Å)
Mg -0.73 1.58 0.44
F -3.77 2.84 -2.93
C -3.63 1.53 -3.08
F -4.81 0.99 -3.33
F -2.81 1.30 -4.10
S -2.89 0.78 -1.57
O -1.61 1.47 -1.44
O -2.88 -0.62 -1.81
N -3.93 1.22 -0.49
S -3.85 1.93 0.88
O -2.47 2.04 1.40
O -4.85 1.54 1.80
C -4.22 3.69 0.48
F -3.38 4.14 -0.44
F -5.46 3.81 0.03
F -4.09 4.42 1.58
C 0.85 1.15 5.87
N 0.98 1.15 4.44
C 2.17 0.69 3.77
C 1.85 1.03 2.32
O 2.62 0.85 1.40
N 0.59 1.57 2.25
C 0.13 1.63 3.51
N -1.05 2.14 3.83
H 0.99 0.15 6.26
H -0.15 1.48 6.17
H 1.58 1.82 6.33
H 2.31 -0.39 3.88
H 3.07 1.20 4.10
H -1.73 2.28 3.08
H -1.43 2.00 4.75
O -2.48 -1.39 1.81
C -1.55 -1.51 1.04
N -1.09 -2.70 0.52
C 0.03 -2.52 -0.38
C 0.11 -0.98 -0.35
O 0.87 -0.29 -1.02
N -0.76 -0.49 0.55
C -0.22 -3.01 -1.80
C 0.83 -3.02 -2.70
C 0.63 -3.42 -4.01
C -0.63 -3.83 -4.43
C -1.69 -3.81 -3.53
C -1.49 -3.40 -2.22
C 1.29 -3.15 0.21
C 1.41 -4.54 0.20
C 2.50 -5.16 0.79
C 3.50 -4.39 1.39
C 3.39 -3.01 1.39
C 2.29 -2.39 0.80
H -1.52 -3.57 0.76
H 1.82 -2.71 -2.38
H 1.46 -3.43 -4.71
H -0.79 -4.15 -5.45
H -2.68 -4.11 -3.85
H -2.32 -3.35 -1.54
H 0.65 -5.14 -0.28
H 2.58 -6.24 0.78
H 4.35 -4.88 1.84
H 4.18 -2.41 1.83
H 2.25 -1.31 0.77
C 3.70 2.55 -1.17
N 2.58 3.20 -0.53
C 1.40 3.41 -1.11
S 0.09 4.02 -0.17
N 1.32 3.12 -2.41
C 0.18 3.34 -3.28
H 4.52 2.48 -0.45
H 4.05 3.13 -2.02
H 3.44 1.53 -1.48
H 2.57 3.28 0.47
H 2.09 2.62 -2.81
H -0.59 3.86 -2.72
H -0.22 2.39 -3.63
H 0.49 3.94 -4.13

Summary:
Frontier orbital gap = 8.8 eV
Molar mass = 773.01 g mol⁻¹
Largest force on an atom = 0.82 eV/Å
LUMO energy = 0.005 hartree
Total charge = 0
Energy = -3889.01596 Ha

Here are the Löwdin charges for atoms 1 to 5, given in e:
1. Mg 0.53
2. F 0.15
3. C -0.68
4. F 0.16
5. F 0.15

Below is C29H43F9HfO17 as an isolated structure at a distorted geometry, with properties calculated with ωB97M-V/def2-TZVPD.

Element x y z (Å)
Hf 1.67 -0.36 0.37
C 3.80 -3.18 -3.71
O 4.01 -4.12 -2.71
O 3.49 -1.99 -3.07
C 5.06 -3.16 -4.69
F 6.19 -2.90 -4.06
F 5.32 -4.24 -5.48
F 4.89 -2.09 -5.50
C 4.20 -5.47 -3.13
C 3.92 -6.36 -1.95
H 2.85 -6.43 -1.74
H 4.25 -7.39 -2.10
H 4.46 -6.05 -1.06
H 5.24 -5.64 -3.42
H 3.53 -5.73 -3.95
H 2.89 -3.50 -4.22
C -2.13 -4.73 -1.66
O -2.07 -4.46 -3.07
O -1.35 -3.69 -1.15
C -3.64 -5.04 -1.25
F -3.95 -4.74 0.01
F -4.47 -4.27 -1.94
F -3.89 -6.35 -1.32
C -2.29 -5.45 -4.03
C -2.78 -4.76 -5.33
H -2.85 -5.51 -6.11
H -3.72 -4.21 -5.20
H -2.00 -4.10 -5.70
H -3.05 -6.20 -3.79
H -1.31 -5.91 -4.10
H -1.55 -5.65 -1.57
C -3.48 2.95 1.44
O -3.47 3.88 0.40
O -2.26 2.20 1.31
C -3.95 3.56 2.80
F -3.21 4.59 3.24
F -5.25 3.97 2.70
F -3.92 2.67 3.78
C -4.71 4.34 -0.21
C -4.13 5.29 -1.27
H -4.94 5.75 -1.84
H -3.58 6.03 -0.68
H -3.45 4.74 -1.92
H -5.42 4.89 0.41
H -5.21 3.47 -0.63
H -4.33 2.30 1.25
O 7.25 -1.18 1.97
C 5.99 -1.00 1.58
O 5.03 -1.76 1.70
O 5.60 0.03 1.02
H 7.76 -0.50 1.52
O 2.33 4.16 -1.07
C 2.63 5.23 -1.60
O 3.68 5.35 -2.47
C 3.91 6.73 -2.89
C 2.54 7.39 -2.65
C 1.99 6.58 -1.42
H 4.36 6.76 -3.88
H 4.65 7.30 -2.33
H 1.86 7.54 -3.49
H 2.78 8.39 -2.28
H 0.92 6.44 -1.52
H 2.20 7.10 -0.49
O 0.20 -2.58 4.59
C -0.38 -3.04 5.59
O 0.11 -2.99 6.83
C -0.68 -3.66 7.82
C -2.08 -3.80 7.10
C -1.75 -3.62 5.65
H -0.75 -3.09 8.75
H -0.38 -4.67 8.08
H -2.84 -3.05 7.31
H -2.43 -4.81 7.34
H -2.49 -3.02 5.11
H -1.67 -4.58 5.15
O -1.60 0.76 -3.25
C -2.51 0.95 -4.07
O -2.32 1.66 -5.20
C -3.57 1.80 -5.93
C -4.65 1.11 -5.07
C -3.89 0.36 -4.03
H -3.53 1.33 -6.91
H -3.86 2.84 -6.02
H -5.26 0.47 -5.72
H -5.36 1.85 -4.70
H -3.86 -0.64 -4.45
H -4.25 0.38 -3.00
O 2.36 2.18 4.49
C 2.48 2.59 5.68
O 2.97 1.82 6.64
C 3.04 2.48 7.82
C 2.78 3.90 7.52
C 1.94 3.88 6.33
H 4.02 2.28 8.24
H 2.35 2.10 8.57
H 3.68 4.43 7.21
H 2.33 4.34 8.42
H 2.10 4.74 5.69
H 0.88 3.77 6.56

Summary:
Frontier orbital gap = 1.8 eV
Molar mass = 1013.12 g mol⁻¹
Largest force on an atom = 5.22 eV/Å
LUMO energy = -0.209 hartree
Total charge = 0
Energy = -3355.91456 Ha

Here are the Löwdin charges for atoms 1 to 5, given in e:
1. Hf 1.50
2. C -0.39
3. O -0.08
4. O -0.06
5. C -0.53

Below is a 2-piece molecular cluster, C4H8BrF3IO3PS2 overall at a distorted geometry, with properties calculated with ωB97M-V/def2-TZVPD.

Element x y z (Å)
O 3.08 1.69 -3.18
P 2.27 0.30 -3.88
Br 0.05 0.63 -3.48
S 2.75 -1.53 -2.87
S 3.04 -1.21 -0.77
I 4.87 -2.26 -3.83
H 4.07 1.52 -3.36
H 2.37 0.02 -0.52
C -1.67 -0.64 -0.16
C -0.82 0.55 0.23
O -1.37 1.33 1.28
C -1.20 0.89 2.66
O 0.08 0.66 2.92
C -2.15 -0.30 3.07
F -3.39 -0.15 2.51
F -2.37 -0.32 4.42
F -1.72 -1.54 2.73
H -2.74 -0.38 -0.14
H -1.40 -0.99 -1.16
H -1.52 -1.48 0.52
H -0.78 1.22 -0.63
H 0.22 0.25 0.43
H -1.67 1.73 3.20

Summary:
Frontier orbital gap = 1.9 eV
Molar mass = 463.01 g mol⁻¹
Largest force on an atom = 3.47 eV/Å
LUMO energy = -0.162 hartree
Total charge = 0
Energy = -4691.80302 Ha

Here are the Löwdin charges for atoms 1 to 5, given in e:
1. O -0.42
2. P 0.28
3. Br 0.36
4. S -0.23
5. S 0.38